Density functional theory data (ωB97M-V/def2-TZVPD) for a structure of composition C32H58BCoF6N8PS.

lowest unoccupied orbital energy (spin up / spin down) = -4.45 / -8.76 eV
spin multiplicity = 6
HOMO energy (spin up / spin down) = -13.9 / -13.8 eV
charge = +2
molecular weight = 801.646 g/mol

CARTESIAN COORDINATES (ANGSTROEM)
1 Co -0.154 0.321 -0.453
2 C -2.706 -2.195 0.634
3 C -2.521 -1.211 1.798
4 C -3.363 -1.625 3.001
5 C -1.067 -1.094 2.159
6 C -0.397 -1.497 3.304
7 C 0.947 -1.185 3.102
8 C 2.122 -1.448 3.997
9 C 1.683 -1.582 5.454
10 C 2.864 -2.705 3.525
11 N 1.059 -0.626 1.888
12 N -0.176 -0.560 1.310
13 B 2.307 -0.101 1.117
14 N 2.056 1.411 0.803
15 N 0.855 1.795 0.250
16 C 0.820 3.159 0.240
17 C 2.001 3.626 0.757
18 C 2.762 2.498 1.107
19 C 4.137 2.485 1.700
20 C 5.127 3.113 0.710
21 C 4.142 3.228 3.041
22 C -0.372 3.934 -0.235
23 C -0.182 5.428 0.003
24 C -0.687 3.650 -1.705
25 N 2.404 -0.872 -0.218
26 N 1.324 -0.847 -1.054
27 C 1.551 -1.703 -2.060
28 C 2.820 -2.248 -1.893
29 C 3.329 -1.708 -0.724
30 C 4.676 -1.950 -0.105
31 C 5.769 -1.329 -0.983
32 C 4.913 -3.450 0.092
33 C 0.511 -2.043 -3.084
34 C -0.092 -3.417 -2.764
35 C 1.093 -2.017 -4.497
36 H -3.769 -2.333 0.421
37 H -2.222 -1.844 -0.280
38 H -2.287 -3.170 0.887
39 H -2.849 -0.221 1.465
40 H -3.076 -2.618 3.352
41 H -3.256 -0.927 3.833
42 H -4.417 -1.673 2.724
43 H -0.820 -1.966 4.177
44 H 2.806 -0.600 3.916
45 H 1.116 -2.503 5.608
46 H 2.559 -1.626 6.101
47 H 1.068 -0.739 5.774
48 H 2.217 -3.581 3.610
49 H 3.183 -2.616 2.484
50 H 3.748 -2.875 4.141
51 H 3.285 -0.244 1.773
52 H 2.289 4.656 0.879
53 H 4.432 1.452 1.873
54 H 4.886 4.162 0.528
55 H 6.136 3.066 1.121
56 H 5.123 2.591 -0.248
57 H 3.886 4.281 2.906
58 H 3.431 2.793 3.747
59 H 5.136 3.180 3.485
60 H -1.222 3.598 0.373
61 H 0.640 5.812 -0.603
62 H -1.084 5.968 -0.283
63 H 0.025 5.649 1.051
64 H 0.135 3.976 -2.343
65 H -0.854 2.586 -1.884
66 H -1.589 4.182 -2.012
67 H 3.302 -2.969 -2.533
68 H 4.706 -1.461 0.869
69 H 5.796 -1.810 -1.962
70 H 5.605 -0.260 -1.134
71 H 6.746 -1.462 -0.515
72 H 4.950 -3.965 -0.870
73 H 5.868 -3.613 0.593
74 H 4.129 -3.912 0.693
75 H -0.287 -1.303 -3.009
76 H 0.674 -4.193 -2.792
77 H -0.551 -3.430 -1.772
78 H -0.858 -3.671 -3.500
79 H 1.884 -2.762 -4.603
80 H 0.318 -2.253 -5.227
81 H 1.519 -1.045 -4.746
82 F -1.577 0.243 -1.487
83 P -0.781 1.551 -4.777
84 F -0.438 1.325 -6.253
85 F -2.135 2.195 -4.387
86 F 0.235 1.093 -3.694
87 F -0.114 2.978 -4.803
88 F -1.471 0.119 -4.697
89 C -7.441 -0.759 0.812
90 C -7.416 0.738 0.541
91 N -6.054 1.310 0.573
92 C -5.176 1.210 -0.410
93 S -3.653 2.055 -0.232
94 N -5.413 0.521 -1.501
95 C -4.513 0.426 -2.673
96 C -4.354 -1.016 -3.114
97 H -8.475 -1.090 0.902
98 H -6.931 -0.987 1.749
99 H -6.972 -1.344 0.019
100 H -7.982 1.272 1.300
101 H -7.872 0.990 -0.419
102 H -5.780 1.829 1.393
103 H -6.303 0.048 -1.576
104 H -3.545 0.836 -2.387
105 H -4.923 1.047 -3.469
106 H -3.868 -1.611 -2.339
107 H -3.741 -1.053 -4.013
108 H -5.322 -1.465 -3.350

Atoms 1-6, force components in eV/Å:
Co 0.5 0.0 0.7
C 0.0 0.0 0.0
C 0.1 0.0 -0.1
C 0.0 0.0 0.0
C -0.1 0.0 0.0
C 0.0 -0.1 0.1



Density functional theory data (ωB97M-V/def2-TZVPD) for a cluster of 4 separate species, C32H58Br2ClN3O21P5 in total.

lowest unoccupied orbital energy = -3.45 eV
spin multiplicity = 1
HOMO energy = -10.5 eV
charge = +1
molecular weight = 1170.947 g/mol

CARTESIAN COORDINATES (ANGSTROEM)
1 C -1.668 -3.040 2.964
2 C -1.369 -1.858 2.334
3 C -2.374 -1.322 1.348
4 C -1.934 -0.189 0.380
5 P -1.695 1.368 1.443
6 N -3.111 1.330 2.389
7 O -0.466 1.007 2.482
8 C -3.215 0.215 -0.474
9 C -4.628 -0.229 -0.071
10 O -4.835 -1.637 -0.166
11 N -5.672 -1.893 -1.344
12 O -6.508 -2.638 -1.102
13 C -3.339 1.692 -0.991
14 C -4.148 2.723 -0.212
15 O -3.661 3.562 0.464
16 Br -6.082 2.772 -0.437
17 N -2.907 -0.589 -1.710
18 C -1.455 -0.414 -2.109
19 Cl -1.274 -1.801 -3.246
20 O -1.218 0.758 -2.756
21 C -0.863 0.841 -4.129
22 O 0.259 0.650 -4.466
23 C -1.916 1.330 -5.044
24 C -3.278 1.176 -4.811
25 C -4.233 1.676 -5.674
26 C -3.822 2.373 -6.804
27 C -2.466 2.524 -7.047
28 C -1.513 2.015 -6.186
29 C -0.804 -0.526 -0.672
30 C 0.503 0.340 -0.802
31 C 0.537 1.880 -0.728
32 C 1.389 2.420 0.448
33 C 0.808 3.681 1.077
34 O 1.294 3.742 2.435
35 C 0.438 4.261 3.329
36 C 0.716 3.807 4.731
37 O -0.448 5.027 3.054
38 P 0.092 -2.194 -0.318
39 O 1.088 -2.356 -1.591
40 Br -1.333 -3.885 -0.614
41 H -1.799 -3.929 2.353
42 H -1.727 -3.081 4.045
43 H -0.404 -1.396 2.512
44 H -3.214 -0.990 1.952
45 H -2.782 -2.201 0.831
46 H -3.035 0.742 3.218
47 H -3.333 2.272 2.696
48 H -0.735 1.268 3.372
49 H -4.869 0.107 0.934
50 H -5.319 0.239 -0.773
51 H -3.802 1.628 -1.979
52 H -2.368 2.145 -1.166
53 H -3.627 -0.726 -2.426
54 H -2.843 -1.546 -1.315
55 H -3.613 0.665 -3.920
56 H -5.277 1.536 -5.434
57 H -4.575 2.788 -7.458
58 H -2.154 3.083 -7.919
59 H -0.469 2.169 -6.413
60 H 1.227 -0.036 -0.069
61 H 0.928 0.059 -1.765
62 H 1.060 2.231 -1.619
63 H -0.426 2.383 -0.736
64 H 1.533 1.680 1.233
65 H 2.382 2.649 0.059
66 H -0.277 3.669 1.036
67 H 1.174 4.576 0.574
68 H 0.664 2.722 4.820
69 H -0.009 4.238 5.414
70 H 1.705 4.131 5.056
71 H 1.996 -2.221 -1.292
72 C 4.286 1.800 4.120
73 O 5.349 1.122 4.798
74 P 5.056 0.421 6.190
75 O 3.637 0.196 6.487
76 O 5.831 1.295 7.263
77 C 5.405 2.646 7.467
78 O 5.963 -0.860 6.104
79 C 5.722 -1.898 7.073
80 H 4.620 2.806 3.869
81 H 4.048 1.262 3.204
82 H 3.393 1.865 4.739
83 H 4.345 2.768 7.239
84 H 5.997 3.310 6.836
85 H 5.572 2.896 8.510
86 H 4.814 -2.437 6.815
87 H 5.628 -1.481 8.075
88 H 6.573 -2.572 7.041
89 C 7.319 1.829 -2.536
90 O 7.379 3.262 -2.522
91 P 6.058 4.121 -2.655
92 O 4.804 3.401 -2.399
93 O 6.155 4.789 -4.090
94 C 6.132 3.932 -5.236
95 O 6.356 5.340 -1.709
96 C 5.247 6.181 -1.350
97 H 8.023 1.467 -3.283
98 H 7.607 1.456 -1.556
99 H 6.320 1.472 -2.778
100 H 5.583 3.011 -5.034
101 H 7.155 3.695 -5.529
102 H 5.640 4.466 -6.044
103 H 4.625 5.674 -0.614
104 H 4.648 6.432 -2.225
105 H 5.656 7.090 -0.920
106 C -4.567 -10.611 -0.320
107 O -4.589 -9.227 0.072
108 P -4.543 -8.092 -1.023
109 O -4.860 -8.505 -2.391
110 O -3.111 -7.417 -0.851
111 C -1.964 -8.229 -1.135
112 O -5.487 -6.997 -0.394
113 C -5.924 -5.943 -1.259
114 H -3.777 -11.108 0.238
115 H -5.526 -11.060 -0.072
116 H -4.384 -10.722 -1.387
117 H -2.198 -9.006 -1.865
118 H -1.609 -8.687 -0.212
119 H -1.188 -7.586 -1.542
120 H -6.688 -6.314 -1.940
121 H -5.090 -5.538 -1.836
122 H -6.342 -5.165 -0.628

Atoms 1-6, force components in eV/Å:
C 0.3 0.7 -0.5
C 0.0 -1.0 0.2
C 1.1 -1.2 -1.3
C -1.0 0.2 1.1
P 0.5 1.3 -0.6
N 0.5 -0.3 0.4